88
Properties=species:S:1:pos:R:3:forces:R:3:lowdin_charge:R:1 method="wB97M-V/def2-TZVPD" spin_multiplicity=3 e_above_lowest_kj_mol=276.2 charge=+1
Re -0.0030 -0.5311 0.0835 0.29 0.25 0.17 1.60
C -3.1616 0.1034 2.2846 -0.02 -0.06 -0.02 -0.02
C -1.8351 -0.2410 2.8617 -0.01 -0.01 -0.08 -0.27
C -1.5844 -0.2868 4.2434 0.12 0.03 0.01 0.02
C -0.2740 -0.6438 4.3734 -0.07 0.00 0.11 -0.02
N 0.2319 -0.8189 3.1361 0.10 0.08 -0.15 0.01
N -0.7226 -0.5687 2.1902 -0.23 0.00 0.19 -0.01
B 1.5026 -1.4250 2.7558 -0.11 -0.11 0.09 -0.47
N 1.5614 0.9937 1.2020 0.04 0.01 -0.12 -0.04
C 2.3177 2.0686 1.3962 -0.09 -0.06 0.11 -0.14
C 2.1590 2.9759 0.3420 -0.02 -0.01 -0.07 -0.01
C 1.2567 2.3845 -0.5258 -0.09 0.04 0.00 -0.31
C 0.6747 2.8331 -1.8168 0.02 0.04 -0.02 -0.01
N 0.9206 1.2079 0.0297 0.24 0.03 -0.10 -0.20
N 1.4418 -2.5578 1.8379 -0.04 -0.01 -0.03 0.01
C 2.1571 -3.7089 1.8924 0.06 -0.04 -0.02 -0.02
C 1.7099 -4.5324 0.9028 0.01 0.10 0.04 0.02
C 0.7076 -3.8100 0.2282 -0.09 0.04 -0.07 -0.31
C -0.0290 -4.2853 -0.9731 0.00 -0.07 0.02 -0.02
N 0.5279 -2.6240 0.8090 0.03 -0.16 0.00 -0.02
N 2.7155 -1.0650 3.3893 0.09 0.02 -0.03 0.03
C 2.9675 -0.0234 4.2543 0.11 0.10 0.06 -0.05
C 4.3095 0.0721 4.4034 -0.15 -0.03 0.00 0.02
C 4.8529 -0.9546 3.5690 0.00 -0.01 0.00 -0.33
C 6.2870 -1.2771 3.3431 0.03 -0.01 -0.02 -0.02
N 3.9041 -1.6234 2.9662 0.02 -0.02 -0.03 0.14
H -3.9114 -0.0144 3.0640 -0.03 -0.01 0.01 0.09
H -3.4142 -0.5332 1.4418 0.00 0.02 -0.01 0.03
H -3.1779 1.1343 1.9381 0.00 0.02 0.03 0.09
H -2.2910 -0.0824 5.0261 -0.03 0.00 0.04 0.12
H 0.3250 -0.8275 5.2492 0.03 -0.01 0.02 0.14
H 2.9464 2.1407 2.2687 0.01 0.02 0.04 0.10
H 2.6537 3.9212 0.2079 0.01 0.04 0.01 0.11
H 1.1093 3.7851 -2.1120 0.00 0.01 -0.01 0.09
H -0.4062 2.9485 -1.7274 -0.02 0.00 -0.01 0.07
H 0.8677 2.1019 -2.6021 -0.01 0.01 0.02 0.04
H 2.9237 -3.8357 2.6336 0.04 -0.01 0.03 0.13
H 2.0500 -5.5242 0.6706 0.02 -0.07 0.00 0.12
H 0.4459 -5.1888 -1.3489 0.00 -0.01 0.00 0.09
H -0.0307 -3.5332 -1.7564 0.00 0.03 -0.04 0.06
H -1.0631 -4.5168 -0.7261 -0.02 0.00 0.00 0.06
H 2.1718 0.5750 4.6637 -0.02 0.00 0.00 0.13
H 4.8491 0.7762 5.0103 0.04 0.04 0.03 0.12
H 6.7622 -1.5807 4.2753 0.01 -0.01 0.02 0.09
H 6.8245 -0.4045 2.9722 0.00 0.02 0.00 0.09
H 6.3830 -2.0827 2.6195 0.00 -0.01 0.00 0.08
Cl -2.8334 -2.4829 -0.3954 0.03 0.04 -0.05 0.75
C -2.5877 -1.9433 -2.0343 -0.28 -0.18 0.09 -0.58
C -3.6236 -2.1345 -2.9298 0.05 0.02 -0.01 -0.11
C -3.4835 -1.7186 -4.2440 0.03 0.01 0.03 -0.06
C -2.3034 -1.1173 -4.6522 0.02 -0.02 0.08 -0.09
C -1.2728 -0.9444 -3.7473 -0.05 0.09 -0.13 -0.58
Cl 0.1772 -0.1682 -4.2881 -0.06 -0.04 -0.02 0.76
C -1.3789 -1.3435 -2.4074 0.33 0.13 -0.08 -0.43
N -0.3344 -1.1978 -1.5263 -0.14 -0.29 -0.28 -0.17
H -4.5323 -2.6096 -2.5895 -0.03 -0.01 0.00 0.11
H -4.2922 -1.8615 -4.9453 -0.02 0.00 -0.03 0.11
H -2.1700 -0.7769 -5.6686 -0.01 0.00 -0.03 0.11
N 2.6024 -1.1907 -0.4423 -0.14 -0.13 0.07 0.07
C 3.3939 -0.2001 -1.0924 0.06 0.05 -0.02 -0.31
C 4.4148 0.4384 -0.4020 -0.02 -0.04 -0.02 -0.05
C 5.1368 1.4473 -1.0181 0.03 0.03 -0.02 -0.08
C 4.8481 1.8216 -2.3220 -0.03 -0.01 0.02 -0.08
C 3.8401 1.1637 -3.0142 0.05 -0.01 0.00 -0.07
C 3.1152 0.1531 -2.4050 0.01 0.00 0.02 -0.06
H 3.0755 -1.5057 0.3996 0.01 -0.03 -0.01 0.07
H 2.4533 -1.9978 -1.0405 -0.01 0.07 -0.03 0.10
H 4.6409 0.1393 0.6153 0.00 0.01 0.03 0.10
H 5.9322 1.9419 -0.4768 0.02 0.02 0.01 0.11
H 5.4109 2.6109 -2.7989 0.03 0.02 -0.02 0.10
H 3.6223 1.4330 -4.0390 -0.02 0.02 -0.03 0.11
H 2.3265 -0.3598 -2.9381 0.02 -0.01 0.03 0.04
F -7.5571 5.0219 -1.7947 0.02 -0.02 0.01 0.14
C -7.5959 3.6842 -1.8697 -0.03 0.03 0.01 -0.59
F -8.5868 3.2655 -1.0605 0.04 -0.01 -0.02 0.14
F -7.9607 3.3656 -3.1257 0.02 -0.02 0.03 0.15
C -6.2809 3.0500 -1.5028 -0.04 0.00 -0.01 -0.11
C -6.2049 1.6628 -1.4506 0.03 0.03 -0.01 0.00
C -5.0055 1.0530 -1.1384 -0.05 -0.01 -0.02 -0.01
C -3.8727 1.8271 -0.8716 0.03 0.01 0.03 -0.23
C -3.9633 3.2170 -0.9168 -0.02 -0.01 -0.01 -0.01
C -5.1651 3.8264 -1.2356 -0.02 0.02 -0.01 0.00
C -2.6381 1.1800 -0.5499 0.14 0.04 -0.29 -0.08
C -1.6259 0.5699 -0.2834 -0.25 -0.04 0.46 -0.18
H -7.0815 1.0647 -1.6583 -0.04 -0.01 -0.01 0.13
H -4.9313 -0.0261 -1.1029 0.00 0.00 0.00 0.11
H -3.0889 3.8166 -0.7063 0.03 0.01 0.01 0.12
H -5.2327 4.9039 -1.2766 -0.01 0.01 0.00 0.12

***

79
Properties=species:S:1:pos:R:3:forces:R:3:lowdin_charge:R:1 method="wB97M-V/def2-TZVPD" spin_multiplicity=1 e_above_lowest_kj_mol=102.7 charge=+2
Ba -0.5179 1.3187 0.3659 1.59 -0.97 -1.42 1.78
C -1.6603 2.4695 -3.3797 0.18 -0.14 -0.22 -0.02
C -2.4710 3.1118 -2.3064 -0.49 0.40 -0.10 -0.32
C -3.5364 3.9701 -2.5971 0.21 -0.15 0.05 0.01
C -4.2601 4.5183 -1.5583 0.02 -0.02 -0.02 -0.02
C -3.9190 4.2012 -0.2465 -0.16 0.13 -0.01 -0.11
C -2.8570 3.3453 -0.0338 0.06 -0.17 0.70 -0.45
N -2.1584 2.8253 -1.0455 0.11 -0.13 0.32 -0.12
Sb -2.5033 2.9840 2.1736 -0.36 0.21 0.05 1.49
C -0.3336 3.6409 2.2171 -0.12 -0.03 -0.41 -0.50
C 0.0666 4.2837 3.3659 -0.18 0.00 0.41 -0.12
C 1.2744 4.9847 3.3677 -0.04 -0.04 -0.11 -0.02
C 2.0002 5.0541 2.2036 0.02 -0.16 -0.23 0.01
C 1.5392 4.3817 1.0572 0.30 0.59 0.45 -0.34
C 2.2823 4.5092 -0.2305 0.03 -0.10 -0.13 -0.02
N 0.4188 3.6863 1.0912 -0.99 -0.15 0.26 -0.12
C -2.6028 0.6919 2.2157 -0.19 0.45 -0.35 -0.54
C -2.8516 0.0638 3.4162 0.06 0.08 0.25 -0.10
C -3.1180 -1.3052 3.4001 -0.02 -0.01 0.00 -0.02
C -3.1741 -1.9733 2.1974 0.06 -0.05 -0.23 0.01
C -2.9394 -1.2735 1.0079 -0.33 -0.16 0.42 -0.33
C -3.0598 -1.9078 -0.3349 0.06 -0.09 -0.21 -0.01
N -2.6578 0.0247 1.0437 -0.06 0.50 0.37 -0.15
H -1.9104 2.8673 -4.3606 -0.01 0.00 0.00 0.09
H -1.8401 1.3907 -3.4030 -0.01 0.04 0.02 0.08
H -0.5918 2.6330 -3.2178 -0.03 0.00 0.03 0.08
H -3.7779 4.1922 -3.6267 -0.02 0.02 -0.01 0.13
H -5.0882 5.1857 -1.7547 -0.01 0.01 -0.02 0.13
H -4.4863 4.6250 0.5720 0.04 -0.04 0.04 0.09
H -0.5458 4.2779 4.2593 -0.03 -0.05 -0.03 0.10
H 1.6098 5.4873 4.2645 0.01 0.02 0.00 0.13
H 2.9187 5.6214 2.1445 0.02 0.02 0.05 0.13
H 2.4396 5.5629 -0.4625 0.04 -0.02 -0.03 0.10
H 1.7200 4.0634 -1.0502 -0.04 0.00 0.00 0.07
H 3.2578 4.0288 -0.1636 0.06 0.01 -0.01 0.09
H -2.8410 0.5964 4.3588 0.01 0.07 -0.05 0.11
H -3.2914 -1.8294 4.3304 -0.01 -0.02 0.00 0.13
H -3.3933 -3.0304 2.1466 0.01 -0.03 0.07 0.13
H -3.8888 -1.4525 -0.8791 0.00 -0.02 0.00 0.10
H -3.2322 -2.9780 -0.2577 -0.02 0.00 0.01 0.09
H -2.1512 -1.7581 -0.9248 -0.02 0.03 0.01 0.06
O 2.1771 0.8452 -1.0469 -0.06 -0.02 -0.13 -0.14
N 2.2728 1.3110 0.2720 0.36 0.06 0.21 -0.14
C 2.8408 0.4842 1.0602 -0.06 0.10 -0.25 -0.12
C 3.4576 -0.8234 0.7823 0.17 -0.23 0.02 -0.21
C 4.7627 -0.9937 1.2486 -0.09 -0.08 -0.02 -0.02
C 5.4040 -2.2102 1.0958 0.10 0.10 0.06 -0.04
C 4.7312 -3.2803 0.5295 -0.01 -0.10 -0.04 -0.04
C 3.4245 -3.1282 0.1023 -0.05 0.15 -0.06 -0.06
C 2.7773 -1.8961 0.1891 0.24 0.09 0.03 -0.30
P 1.0430 -1.6975 -0.3234 -0.57 -0.01 0.33 1.04
C 0.2924 -3.1693 0.4465 0.08 -0.04 0.18 -0.38
C 0.4474 -3.3066 1.8298 -0.08 -0.03 0.01 -0.11
C -0.1443 -4.3586 2.5061 0.01 0.00 0.05 -0.07
C -0.9064 -5.2906 1.8120 -0.03 -0.04 -0.03 -0.07
C -1.0668 -5.1607 0.4420 -0.03 -0.03 -0.02 -0.07
C -0.4708 -4.1057 -0.2389 0.01 -0.01 -0.07 -0.10
C 0.9582 -2.0336 -2.0986 0.05 0.06 -0.21 -0.38
C 0.2376 -1.1391 -2.8857 -0.08 0.04 -0.17 -0.13
C 0.0943 -1.3396 -4.2521 0.03 -0.04 0.00 -0.07
C 0.6851 -2.4431 -4.8495 -0.07 0.11 -0.03 -0.05
C 1.4084 -3.3401 -4.0778 0.04 -0.08 -0.10 -0.05
C 1.5405 -3.1403 -2.7171 0.03 0.06 0.14 -0.08
H 2.1333 1.6517 -1.5802 0.17 -0.01 0.01 0.10
H 2.9109 0.8618 2.0773 0.00 0.05 0.03 0.14
H 5.2745 -0.1727 1.7337 0.01 0.03 0.01 0.12
H 6.4200 -2.3315 1.4452 0.01 0.01 0.00 0.12
H 5.2187 -4.2412 0.4358 0.01 -0.01 0.02 0.12
H 2.8899 -3.9815 -0.2904 0.02 -0.05 0.07 0.10
H 1.0537 -2.6010 2.3883 0.02 0.04 -0.03 0.11
H 0.0024 -4.4603 3.5735 -0.01 -0.01 0.00 0.11
H -1.3577 -6.1239 2.3339 0.00 0.00 0.01 0.11
H -1.6430 -5.8906 -0.1119 -0.01 -0.01 0.02 0.11
H -0.5948 -4.0307 -1.3120 -0.01 0.02 -0.01 0.11
H -0.2277 -0.2577 -2.4498 0.05 -0.06 0.11 0.05
H -0.4714 -0.6348 -4.8473 0.00 -0.01 -0.02 0.11
H 0.5850 -2.6058 -5.9135 -0.01 0.01 -0.02 0.12
H 1.8698 -4.2007 -4.5427 0.01 -0.01 0.01 0.12
H 2.1012 -3.8536 -2.1321 0.00 -0.04 -0.04 0.10

***

no.,maximum force (eV/Å)
1,0.53
2,2.34